{"formula": "C88H207N13O15", "method": "ωB97M-V/def2-TZVPD", "symbols": ["C", "C", "C", "O", "H", "H", "H", "H", "H", "H", "H", "H", "C", "C", "C", "O", "H", "H", "H", "H", "H", "H", "H", "H", "C", "C", "C", "O", "C", "N", "H", "H", "H", "H", "H", "H", "H", "H", "H", "H", "H", "C", "C", "C", "O", "C", "N", "H", "H", "H", "H", "H", "H", "H", "H", "H", "H", "H", "C", "C", "C", "O", "C", "N", "H", "H", "H", "H", "H", "H", "H", "H", "H", "H", "H", "C", "C", "C", "O", "C", "N", "H", "H", "H", "H", "H", "H", "H", "H", "H", "H", "H", "C", "C", "C", "O", "C", "N", "H", "H", "H", "H", "H", "H", "H", "H", "H", "H", "H", "C", "C", "C", "O", "C", "N", "H", "H", "H", "H", "H", "H", "H", "H", "H", "H", "H", "C", "C", "C", "O", "C", "N", "H", "H", "H", "H", "H", "H", "H", "H", "H", "H", "H", "C", "C", "C", "C", "C", "C", "N", "O", "C", "C", "C", "H", "H", "H", "H", "H", "H", "H", "H", "H", "H", "H", "H", "H", "H", "H", "H", "H", "H", "H", "C", "C", "C", "C", "C", "C", "N", "O", "C", "C", "C", "H", "H", "H", "H", "H", "H", "H", "H", "H", "H", "H", "H", "H", "H", "H", "H", "H", "H", "H", "C", "C", "C", "C", "C", "C", "N", "O", "C", "C", "C", "H", "H", "H", "H", "H", "H", "H", "H", "H", "H", "H", "H", "H", "H", "H", "H", "H", "H", "H", "C", "C", "C", "C", "C", "C", "N", "O", "C", "C", "C", "H", "H", "H", "H", "H", "H", "H", "H", "H", "H", "H", "H", "H", "H", "H", "H", "H", "H", "H", "C", "C", "C", "C", "C", "C", "N", "O", "C", "C", "C", "H", "H", "H", "H", "H", "H", "H", "H", "H", "H", "H", "H", "H", "H", "H", "H", "H", "H", "H", "C", "C", "C", "C", "C", "C", "N", "O", "C", "C", "C", "H", "H", "H", "H", "H", "H", "H", "H", "H", "H", "H", "H", "H", "H", "H", "H", "H", "H", "H"], "positions_angstrom": [[0.8107, 2.2107, -5.8657], [0.8423, 3.6477, -6.4136], [-0.4364, 4.4402, -6.3464], [1.9702, 4.2721, -5.7630], [1.7993, 1.8024, -6.0121], [0.0559, 1.6122, -6.3710], [0.5901, 2.1772, -4.7810], [1.0999, 3.5177, -7.4799], [-0.3987, 5.3104, -6.9987], [-0.7016, 4.6833, -5.2823], [-1.3357, 3.8769, -6.6576], [2.0069, 5.1659, -6.1197], [0.1883, -6.0808, -5.9645], [0.4803, -5.2495, -4.7701], [0.6493, -3.7543, -5.1934], [-0.5303, -5.1828, -3.8265], [0.9979, -6.0693, -6.6737], [-0.7959, -5.7606, -6.4697], [0.1023, -7.1333, -5.5809], [1.4559, -5.5543, -4.3082], [-0.2543, -3.5364, -5.8266], [1.5979, -3.6579, -5.7948], [0.6796, -3.0140, -4.4162], [-0.5962, -6.0070, -3.2359], [-5.4730, -2.0228, 5.0662], [-4.5614, -1.2087, 4.1651], [-5.2524, -0.5782, 2.9623], [-4.4579, 0.3355, 2.2219], [-5.2307, 0.7275, 1.1049], [-3.8797, -0.2243, 4.9786], [-5.5346, -3.0253, 4.6719], [-6.4174, -1.4772, 5.2137], [-4.8850, -2.1479, 5.9724], [-3.7797, -1.8374, 3.7359], [-6.1700, -0.0370, 3.2373], [-5.5529, -1.4156, 2.3241], [-4.6267, 1.3235, 0.4115], [-5.9621, 1.4502, 1.4164], [-5.6777, -0.1013, 0.4992], [-3.6743, 0.5103, 4.3025], [-4.5278, 0.2687, 5.5524], [3.3617, -2.9771, -8.2255], [3.0189, -1.5333, -7.8931], [4.2031, -0.5737, -7.9537], [3.6080, 0.6815, -7.7671], [4.4584, 1.6499, -7.2511], [1.8335, -1.1619, -8.6355], [2.7261, -3.7003, -7.7141], [4.4255, -3.1629, -8.0658], [3.1108, -3.0967, -9.2418], [2.7001, -1.5374, -6.8718], [4.7980, -0.5694, -8.8546], [4.9144, -0.7501, -7.0579], [5.1298, 2.1056, -8.0238], [5.0906, 1.2066, -6.4249], [3.8625, 2.4747, -6.8805], [2.1906, -0.8116, -9.5038], [1.4163, -0.3478, -8.1959], [-0.4741, -4.7586, 5.8830], [-0.1506, -3.3843, 5.2016], [1.1622, -3.2949, 4.6013], [1.3408, -2.0172, 4.0094], [2.5840, -1.9458, 3.3193], [-1.1508, -3.1358, 4.1718], [0.3849, -4.9673, 6.5463], [-0.4683, -5.5891, 5.1163], [-1.4957, -4.8113, 6.4124], [-0.1086, -2.6811, 6.0270], [1.3623, -4.0787, 3.8283], [1.9541, -3.3401, 5.3514], [2.6857, -2.7658, 2.5879], [3.4031, -2.1755, 3.9620], [2.7967, -0.9373, 2.9034], [-0.9963, -2.2090, 3.7334], [-2.0705, -3.0469, 4.5790], [-0.1150, 8.0188, 3.2318], [0.1954, 6.7393, 2.4643], [1.6637, 6.5121, 2.2549], [2.3161, 7.5569, 1.4854], [3.6914, 7.5467, 1.6931], [-0.4655, 5.6168, 3.0153], [0.4263, 8.0928, 4.1664], [-1.1886, 8.1766, 3.4324], [0.1916, 8.9481, 2.7648], [-0.3096, 6.8081, 1.5249], [1.8187, 5.6229, 1.5633], [2.1539, 6.3031, 3.1602], [4.1968, 8.1531, 0.9147], [4.1172, 6.5335, 1.7170], [3.9888, 7.8902, 2.6982], [-0.3901, 4.7165, 2.4607], [-0.1075, 5.2941, 3.8744], [2.0450, 5.2927, -1.0709], [2.1764, 4.6422, -2.4909], [3.5484, 5.0113, -3.0370], [3.6123, 6.4035, -3.1801], [4.7460, 6.8943, -3.8170], [2.0527, 3.2778, -2.4192], [2.7127, 4.8795, -0.2674], [0.9870, 5.2694, -0.6634], [2.2719, 6.3302, -1.2350], [1.3999, 5.0412, -3.0852], [3.7453, 4.6382, -4.0251], [4.4427, 4.6229, -2.3776], [5.0820, 6.3553, -4.7297], [5.6364, 6.8619, -3.1753], [4.5453, 7.8765, -4.0784], [2.5048, 2.8495, -3.2420], [2.6928, 2.9173, -1.6879], [-4.0432, 4.2568, -4.2775], [-3.1888, 3.6196, -3.2614], [-4.0225, 3.0012, -2.1264], [-5.0139, 3.8758, -1.5827], [-4.4600, 5.0048, -0.8629], [-2.2380, 2.6687, -3.8637], [-4.7548, 3.5411, -4.7391], [-3.4219, 4.7560, -4.9795], [-4.6627, 4.9882, -3.7851], [-2.5923, 4.4206, -2.7218], [-3.2897, 2.6685, -1.3937], [-4.4786, 2.0430, -2.4425], [-5.1722, 5.1689, 0.0039], [-4.3601, 5.8187, -1.5500], [-3.4947, 4.6613, -0.4854], [-2.7358, 1.9523, -4.4300], [-1.7000, 2.1802, -3.1452], [1.4191, -8.5362, -2.4913], [0.5782, -7.8873, -1.3719], [1.4333, -6.7674, -0.7421], [2.7172, -7.3426, -0.2970], [3.4511, -6.5284, 0.5350], [-0.6584, -7.3480, -1.9021], [0.7471, -9.2887, -2.9685], [2.3413, -8.9633, -2.0886], [1.7262, -7.7269, -3.1455], [0.3918, -8.6080, -0.5506], [0.9341, -6.3275, 0.1479], [1.6528, -5.8798, -1.4118], [3.3284, -6.7286, 1.6449], [3.2521, -5.4990, 0.3445], [4.5378, -6.8254, 0.3861], [-1.3010, -8.1037, -2.0970], [-1.1669, -6.8300, -1.1296], [4.1682, -0.3475, -0.4723], [4.9220, -1.5685, -0.8569], [4.0083, -2.6362, -1.4331], [3.3639, -2.2195, -2.7622], [4.4866, -1.7948, -3.7430], [5.5849, -0.8645, -3.2162], [5.9672, -1.3303, -1.8966], [6.8083, -0.2228, -1.3749], [6.8632, -1.0526, -4.0542], [4.9572, 0.6070, -3.3186], [5.6977, -2.0350, 0.3737], [3.6725, -0.4642, 0.5024], [3.4214, -0.0869, -1.1234], [4.8055, 0.5465, -0.4481], [4.6346, -3.6168, -1.5073], [3.2143, -2.8971, -0.7369], [2.6305, -1.4514, -2.4994], [2.8353, -3.1390, -3.1668], [4.1638, -1.3967, -4.6475], [5.0453, -2.7364, -4.0008], [7.2192, -2.0507, -3.9149], [6.5703, -1.0094, -5.0479], [7.5617, -0.2451, -3.8387], [4.9356, 0.8806, -4.3790], [3.8740, 0.5916, -2.9803], [5.6387, 1.3494, -2.7802], [6.3580, -2.8745, 0.0741], [5.0547, -2.4710, 1.1031], [6.3115, -1.2348, 0.6523], [7.6023, -0.7172, -1.0978], [-0.2563, 2.8347, 8.1667], [-1.2402, 2.2841, 7.1767], [-2.3592, 1.7127, 8.0136], [-3.2014, 2.7715, 8.7005], [-3.8966, 3.4960, 7.5579], [-2.9404, 4.2188, 6.6127], [-1.8070, 3.2935, 6.2339], [-0.7575, 3.9734, 5.5487], [-3.5514, 4.5932, 5.2791], [-2.5008, 5.5814, 7.2501], [-0.5611, 1.2192, 6.3365], [0.6881, 3.1170, 7.7489], [-0.1016, 2.1487, 8.9738], [-0.6588, 3.7188, 8.5913], [-3.0701, 1.1458, 7.3486], [-1.9099, 1.0523, 8.7820], [-2.6508, 3.5093, 9.3355], [-3.9394, 2.3762, 9.3652], [-4.6558, 4.2536, 7.8548], [-4.4680, 2.7655, 6.8998], [-3.9901, 3.7631, 4.8006], [-4.2497, 5.4181, 5.3797], [-2.7247, 5.0307, 4.6508], [-1.7919, 5.5293, 8.0551], [-2.2224, 6.2955, 6.4308], [-3.4358, 5.9641, 7.7587], [-0.0134, 0.5615, 7.0016], [0.1116, 1.6824, 5.6424], [-1.3836, 0.7140, 5.7779], [-0.4940, 4.7467, 6.0723], [-3.2853, -6.6661, 3.1480], [-2.4623, -7.0336, 1.8840], [-3.2877, -7.9330, 1.0183], [-4.4126, -7.1499, 0.3802], [-3.8585, -5.9053, -0.4166], [-2.9598, -4.9782, 0.4387], [-1.9324, -5.8481, 1.0589], [-0.8908, -5.1602, 1.6975], [-2.2345, -3.9550, -0.4354], [-3.8617, -4.1610, 1.3619], [-1.2467, -7.8970, 2.3163], [-4.3891, -6.5371, 3.0631], [-2.7412, -5.8563, 3.6254], [-3.2484, -7.5339, 3.7820], [-2.6575, -8.5039, 0.2984], [-3.8257, -8.6314, 1.7176], [-5.1622, -6.8705, 1.1382], [-4.9429, -7.7291, -0.3558], [-4.7536, -5.3186, -0.7297], [-3.4160, -6.2266, -1.4008], [-1.8912, -3.0952, 0.1035], [-1.3797, -4.5478, -0.8979], [-2.9061, -3.6535, -1.2348], [-3.3951, -3.7435, 2.2662], [-4.2981, -3.3840, 0.8072], [-4.6853, -4.8102, 1.7628], [-1.6718, -8.8643, 2.6389], [-0.6118, -7.5204, 3.1239], [-0.6083, -8.1071, 1.4468], [-1.2504, -4.5577, 2.4271], [-1.2959, 2.1869, 1.4743], [0.0639, 1.7383, 0.9521], [0.6575, 0.5360, 1.7381], [0.1613, -0.8590, 1.2902], [0.3983, -1.0208, -0.2143], [-0.3613, 0.0538, -0.9813], [0.1817, 1.3482, -0.4846], [-0.3873, 2.2980, -1.3658], [0.0599, -0.0466, -2.4475], [-1.9341, -0.2686, -0.8143], [0.9487, 2.9856, 1.0228], [-1.2346, 2.7661, 2.3902], [-1.9473, 1.3624, 1.7835], [-1.8643, 2.7475, 0.7177], [1.7539, 0.6139, 1.5826], [0.3950, 0.8465, 2.8291], [-0.8796, -1.0015, 1.6389], [0.7897, -1.5915, 1.8112], [0.0529, -1.9687, -0.5414], [1.4656, -0.8374, -0.3605], [1.0051, 0.5310, -2.5257], [0.2470, -1.0554, -2.8001], [-0.6815, 0.3558, -3.1233], [-2.1535, -1.2742, -1.2917], [-2.4005, -0.2904, 0.2051], [-2.5094, 0.5286, -1.3801], [0.5202, 3.8589, 0.4693], [1.8944, 2.7929, 0.4631], [1.2363, 3.2382, 2.0025], [0.4740, 2.6159, -1.8792], [-7.8740, -2.9055, -3.5924], [-7.3957, -1.4977, -3.6684], [-6.6072, -1.1382, -2.4176], [-5.2554, -1.8285, -2.4098], [-4.5549, -1.2381, -3.6055], [-5.2528, -1.5012, -4.9816], [-6.6467, -1.0889, -4.8879], [-7.3317, -1.6349, -6.0035], [-4.5035, -0.7096, -6.1045], [-5.0059, -3.0512, -5.2635], [-8.6525, -0.4587, -3.6566], [-7.0030, -3.6112, -3.7837], [-8.6893, -3.0480, -4.3034], [-8.1677, -3.1906, -2.5821], [-6.3654, -0.0252, -2.4509], [-7.2913, -1.3185, -1.5303], [-5.2383, -2.9035, -2.5021], [-4.6620, -1.5991, -1.4813], [-3.4835, -1.6182, -3.7549], [-4.4574, -0.1790, -3.4588], [-4.6012, -1.2044, -7.0566], [-4.9919, 0.2311, -6.1718], [-3.4382, -0.6766, -5.8404], [-5.6217, -3.3542, -6.1371], [-3.9076, -3.1769, -5.4349], [-5.3209, -3.7117, -4.4265], [-9.1535, -0.5469, -2.7453], [-9.4140, -0.5699, -4.4889], [-8.1649, 0.5171, -3.7172], [-7.5586, -0.8908, -6.5446], [3.2476, 2.2040, 4.6747], [4.7027, 1.9133, 4.2075], [4.8828, 2.4287, 2.7618], [4.9573, 3.9521, 2.6519], [6.0444, 4.4419, 3.5897], [6.0345, 4.0458, 5.0518], [5.8046, 2.5518, 5.0355], [5.5108, 2.1733, 6.4737], [7.4140, 4.2133, 5.7471], [4.9198, 4.7909, 5.7880], [4.9544, 0.4344, 4.3109], [2.7005, 3.0752, 4.2892], [3.2128, 2.2282, 5.7476], [2.6021, 1.3757, 4.3762], [5.8868, 2.1432, 2.3362], [4.0552, 1.9638, 2.0942], [4.0849, 4.4816, 2.9598], [5.1634, 4.2374, 1.6314], [6.1426, 5.5212, 3.4721], [6.9998, 4.0841, 3.1049], [8.1935, 3.6784, 5.2064], [7.5688, 5.3040, 5.7766], [7.4104, 3.7687, 6.8041], [5.1858, 5.8273, 6.1238], [4.0212, 4.8660, 5.1704], [4.4682, 4.2766, 6.6420], [5.9868, 0.2107, 4.2831], [4.5162, -0.1000, 3.4869], [4.6568, -0.0628, 5.2198], [6.1868, 1.4628, 6.6183]], "forces_ev_per_a": [[-0.4306, 0.8209, 0.7861], [0.5000, -1.4398, -0.5528], [-1.0914, -0.1059, 1.3053], [-0.6460, 0.2148, -0.2529], [0.2284, -0.3975, -0.1556], [0.0395, -0.0553, -0.1184], [-0.0093, 0.1870, -0.4557], [0.0108, 0.1968, 0.1124], [0.1069, 0.3173, 0.2434], [0.4723, 0.1650, -0.8878], [0.6525, -0.1416, -0.1441], [0.1846, 0.1299, 0.1675], [-1.7999, -1.4392, -0.0929], [1.5279, 2.7140, 0.6196], [0.1633, -0.9210, -1.9266], [-1.1232, -1.5657, 1.5875], [0.2993, 0.1346, -0.3810], [1.4764, -0.5219, 0.7670], [-0.2065, 0.6727, -0.6675], [-0.5604, -0.1224, -0.1962], [0.9608, 0.0903, 0.3407], [-1.0298, 0.0846, 0.3062], [0.0169, -0.0581, 0.7425], [0.2996, 0.9857, -0.9786], [0.7708, 0.1986, -0.5406], [0.2445, 0.4673, -0.3014], [-0.7659, -0.4235, 0.1345], [-0.0102, -0.9832, -0.1559], [0.5966, 0.6254, -1.1522], [0.7737, 0.9197, -0.9063], [-0.8818, -0.2969, -0.2317], [0.1842, -0.6126, 0.1761], [-0.3857, 0.1862, 0.4500], [0.0904, -0.2665, 0.0406], [-0.0630, -0.1580, 0.3306], [-0.1341, 0.0043, -0.2651], [0.4088, -0.3443, 0.1629], [-0.9795, 0.0285, 0.2722], [0.2869, 0.3744, 0.7780], [0.8508, 0.1821, 0.1679], [-0.8695, 0.0837, 0.8912], [0.4362, 0.3860, 0.4678], [0.0164, -1.2534, 0.7442], [0.1090, 0.0384, 1.7745], [-0.2727, 0.4886, 0.0139], [1.3299, 0.3843, 0.1321], [0.0540, 0.4741, -0.0652], [0.1915, 0.1619, 0.2984], [-0.0823, -0.3376, 0.0524], [0.1140, -0.3680, -1.5187], [-0.0483, 0.2266, 0.9573], [0.2096, -0.2990, -0.6193], [-0.8682, -0.1381, -1.2868], [-0.2119, -0.5577, 0.3965], [-0.4940, 0.6221, -0.7233], [-0.2096, 0.0678, 0.3107], [-0.2582, 0.1665, -0.9493], [-0.0060, -0.0087, 0.0085], [0.1261, -0.4695, -0.7714], [-2.2703, -1.2274, 1.1748], [2.7436, -0.3300, -1.3298], [0.2298, 0.4908, -0.6029], [-0.1780, -0.2360, -0.2427], [-0.2894, 1.1123, -0.6785], [-0.7250, -0.0895, 0.1915], [-0.0776, 0.8913, 0.6118], [1.7377, 0.4017, -0.6546], [-0.5829, 0.6993, 0.1442], [-0.3014, 0.2761, 0.4053], [0.0185, -0.6199, 0.3367], [-0.4597, 0.4668, -0.4415], [0.7183, 0.0495, 1.1232], [-0.7519, -0.7982, 0.1200], [0.1639, -0.7404, 0.2964], [-0.1983, -0.1511, 0.2809], [-0.3675, 0.6562, 0.4074], [-0.2385, 1.1369, -0.5869], [0.4713, -0.5850, -3.5693], [-0.7979, 0.0202, 0.9683], [1.0813, -0.0702, 0.2824], [-0.9130, -2.7905, -0.3969], [0.0395, -0.4607, 0.6081], [0.3549, -0.5410, -0.0305], [0.2573, -0.1270, -0.7853], [0.1149, 0.5704, -1.1465], [-0.4347, 0.4497, 1.2012], [0.8533, -0.0005, 1.5472], [-0.3725, -0.3506, 0.4742], [-0.1427, -0.1544, -0.6548], [-0.2832, 0.5285, -0.1235], [-0.1564, 1.8570, 0.2614], [0.4660, 0.0216, 1.5522], [-1.0801, -0.2199, -0.0118], [1.6655, 2.6543, 2.2908], [1.6040, 0.4392, 0.6052], [-0.3468, 0.4169, 0.1821], [1.3346, -1.7156, 0.1116], [0.9115, -4.6036, 0.2110], [-0.3472, 0.1671, -1.0048], [1.1880, -0.1007, -0.7099], [0.2199, 0.5465, 0.3172], [-0.6835, 0.6419, -0.9757], [-0.2410, -0.9444, -0.5858], [-1.6273, 0.5146, -0.6428], [-0.6795, -0.0904, 0.2184], [-0.0959, 0.0778, 0.2638], [-0.2965, 1.9697, -0.4799], [-0.7674, 0.1476, -0.0290], [-0.6700, 0.2407, -0.1005], [-1.2080, -0.2028, -0.1549], [0.9647, -0.2056, 1.5751], [0.0956, -0.3334, -0.2776], [0.4035, -0.3840, 0.0033], [-1.0346, -2.1090, 0.7579], [-0.5463, -0.4403, -0.1630], [0.5697, 0.2434, -0.0466], [0.3126, 0.3320, -1.0082], [-0.3090, 0.3962, 0.0775], [-0.2694, -0.7064, -0.8425], [0.1092, 0.2054, 0.7039], [-0.4093, 0.6195, -0.1599], [0.9375, 0.2751, -1.1207], [0.0673, 0.8477, -0.0406], [0.1491, 0.5140, 0.2591], [0.3386, 0.6994, 0.6044], [-0.1332, 0.2101, -0.0656], [-1.0726, -0.2257, 0.6482], [1.7568, 0.1001, 0.5280], [0.7875, 0.6815, 0.9528], [-2.0703, -0.4409, -1.1309], [1.9783, -1.1892, 1.5695], [-1.1694, 1.1378, 1.1843], [0.9261, 0.4412, -0.0999], [-0.3685, -0.2373, -0.0315], [-0.1912, -0.0856, -0.5648], [0.1290, 0.0863, -0.3585], [0.0040, -0.3022, -0.3356], [-0.2903, -1.0752, 0.1866], [-0.5277, 0.1763, -0.9766], [0.2064, 1.0281, -0.1514], [-1.0760, 0.8148, -0.1212], [0.0239, -0.2705, -0.3351], [0.8477, -0.4995, -0.8556], [0.7346, 1.1288, 1.8215], [0.6571, -0.4464, -0.3487], [0.9088, -1.9470, -0.0741], [0.5898, -1.0622, -0.0188], [1.2761, -2.3129, 1.4132], [-1.2218, 0.6651, -0.1231], [0.2958, 1.3202, 1.2185], [0.3695, -1.3238, -0.0433], [-1.0114, 1.0811, 1.1866], [0.8375, -0.3131, 0.6641], [0.1080, -2.0690, -1.9668], [0.2857, -0.0467, -0.0606], [-2.0021, 0.4200, -1.7251], [0.0991, -0.3432, 0.3611], [-0.9502, 1.5565, -0.2703], [-0.1140, 0.1710, 0.3469], [-0.0058, 0.0199, -0.5848], [0.3666, 1.2976, 0.2728], [-0.9654, 0.7089, -1.6589], [-0.6645, 0.4690, 0.0982], [0.6122, -0.4410, 0.4782], [-0.3765, 0.3927, -2.2500], [0.2708, -0.3566, 0.0060], [0.0775, -0.0507, 0.1562], [1.4502, 0.2633, -0.1363], [-1.3015, -0.8600, -0.5427], [-0.1517, 0.3802, 0.0084], [-0.5803, 0.2616, 0.9190], [0.6399, 1.0587, 1.1942], [-0.3895, 0.4555, -0.2076], [0.3341, 0.7047, -0.0970], [0.0935, 0.6829, -0.2918], [-0.9295, -1.0541, 0.2790], [0.1126, 1.3553, -0.4611], [-1.3203, 0.0645, -1.2521], [1.6431, 0.3499, 0.0191], [-0.3549, -0.2657, 0.3784], [-0.3276, -0.0902, 0.1996], [1.2061, 1.6851, -0.1337], [-1.6191, 0.2890, -0.3543], [-1.5492, -0.2571, -0.1337], [0.6724, -0.0347, -0.4411], [0.2892, -0.5181, 0.4078], [-0.3237, 0.9599, 0.6439], [0.7960, 0.1249, 0.7096], [-0.2787, -0.0346, -0.6494], [-0.0400, -0.6020, -0.5892], [-0.4812, -0.6536, 0.3544], [0.4487, -0.5256, 0.0952], [0.5600, 0.4841, 0.9333], [-0.5505, -0.9792, -0.6642], [-0.4674, -0.0333, 0.1458], [-0.8006, -0.7133, 0.3428], [0.7127, -0.0999, 0.1239], [0.0408, -0.4844, 1.0010], [0.9649, -0.0252, -0.7380], [0.0465, -0.4323, -0.0871], [0.4486, 0.1872, -0.3682], [0.8652, -0.1109, 0.2850], [-0.0613, -0.1217, 0.3011], [0.0946, -0.2382, -0.3073], [1.2643, 0.8091, 0.4447], [-1.2714, -0.7210, 0.0157], [0.5321, 1.1951, -1.2077], [-1.0642, -0.2054, -0.0868], [0.3289, 0.2027, -0.0720], [-1.0845, -1.6151, 0.0935], [-0.7269, 0.9529, 1.1589], [0.8917, -2.2114, -1.1805], [-0.6518, -2.0110, 1.9825], [-0.2586, -0.2564, -0.1194], [0.9790, 0.6100, -0.3983], [-0.4674, 0.2993, 0.4158], [0.3931, -0.4017, 0.5922], [-0.4994, 0.3964, 0.3554], [0.9272, 0.0648, -0.6548], [0.3735, 0.1465, -0.3040], [-0.2992, -0.5186, -0.2025], [0.5619, -0.1255, 0.1848], [0.0977, 0.2021, 1.0967], [0.3220, 0.3363, 0.3569], [-0.7473, 1.2267, 0.3117], [-0.0538, 0.2276, -0.1370], [0.3252, -0.0010, -0.4076], [-0.6258, 1.1875, -0.7379], [0.5203, 0.6803, -0.3690], [0.2828, 0.3076, 0.0112], [-0.2718, 0.2576, -0.1484], [-0.1272, 0.1874, 0.1812], [0.4505, -0.7841, -0.8181], [-1.2612, -0.8844, -0.2830], [0.2695, 0.1632, -1.0050], [-0.3677, 1.5492, 1.1448], [0.5237, 0.4726, 0.7697], [-0.4184, 1.4067, 1.2291], [-0.6023, -1.0747, 1.1200], [-1.2180, -1.0732, -0.4711], [1.7212, 1.5896, -0.7220], [0.3577, 0.4979, 0.0163], [-0.2202, 0.7675, -0.9963], [0.7924, -0.2087, -2.0864], [0.3666, 0.3631, 0.0597], [0.0774, -0.2402, -0.2635], [0.3377, 0.0508, 0.1729], [-0.3949, -0.2070, 0.2829], [0.7015, -1.1362, -1.4714], [0.3539, -0.0714, -0.4529], [-0.4860, 0.0873, -0.0738], [0.1021, -1.1143, -0.4207], [0.0054, -0.4534, -0.3069], [-0.4738, -0.3436, -0.2708], [-0.0144, -0.4018, 0.3093], [-0.1067, 0.3519, -0.1950], [0.3358, 1.2027, 0.3764], [0.9064, 0.0777, -0.6541], [0.5414, -0.9480, 0.4467], [-0.0705, -0.9133, 0.8584], [-0.4522, -0.0877, 0.4248], [0.1106, 0.4321, 1.4815], [-1.7718, -0.2128, 0.9245], [1.1309, -1.7946, -0.4804], [-1.8105, 2.7347, -0.0867], [-0.2117, 0.9526, 0.7505], [0.8382, 0.6205, 0.8330], [1.8091, -0.5350, -1.4438], [1.4656, -1.7099, 0.5808], [0.2330, -0.2888, 0.4554], [-0.0680, -0.7571, 0.0439], [-0.4094, -1.2990, 1.2276], [-0.3768, 0.4612, -0.1343], [1.4659, -0.9142, -2.0004], [-1.4214, 0.7137, -0.1463], [0.1938, -0.4177, 0.0992], [-0.4165, 0.3527, 0.0280], [-0.4961, -1.1664, 0.2100], [0.9695, 0.0912, -0.8741], [-0.5037, -0.4510, 0.1391], [-0.5582, -0.0727, -0.7199], [-1.3689, 0.3588, 0.4279], [0.0603, 0.7957, 0.0711], [-0.0587, -0.2590, -0.3718], [0.0629, 1.2040, -0.0502], [-0.2796, 0.3358, -0.1705], [0.6870, 0.1147, 0.3656], [-0.9602, -0.0963, -0.0461], [0.5173, 0.5324, -0.5326], [-0.9182, -0.1370, 1.5630], [1.1343, -0.1048, 0.7913], [-0.3660, 0.0520, -0.0588], [-0.1884, 0.7219, -0.3368], [-0.2419, -0.2694, -0.3165], [-0.1094, 1.6070, 0.2613], [-0.0919, -0.6553, -1.2853], [-0.1823, -0.5778, 1.2696], [2.5874, 0.3101, -1.7422], [-0.6252, -1.7643, 0.5757], [-0.8078, -0.2736, 1.3781], [1.2828, -0.6771, -1.4898], [-0.9495, 0.0560, 0.8616], [-0.9663, 0.7875, 0.4681], [-0.1041, -0.5365, -0.2031], [0.7197, 0.1670, -0.0554], [0.0004, 0.0647, 0.5789], [0.1119, -0.2532, -0.0676], [-0.9329, -0.4561, 0.4744], [1.2936, 0.7384, 1.0281], [-1.2979, 0.0364, -0.0101], [0.1998, 0.1623, -0.2942], [-0.1569, 0.2628, 0.3589], [-0.5307, 0.0960, 0.7571], [-0.0148, 0.2542, -0.2291], [0.5121, -0.4276, 0.1954], [-0.2616, 0.9008, -1.4704], [0.0119, -0.8853, -0.4229], [0.2123, 0.3296, -0.4603], [0.8502, -0.1448, 0.1934], [1.4426, 0.0889, -0.3893], [-0.3260, -0.0914, -0.3622], [-0.7408, 0.2590, 0.4898], [-0.8799, 0.9678, -0.1669]], "spin_multiplicity": 1, "max_force_ev_per_a": 4.70, "orbital_gap_ev": 8.654}